[1]
94
Properties=species:S:1:pos:R:3:lowdin_charge:R:1 method="wB97M-V/def2-TZVPD" total_charge=-1 gap_ha=0.2270 e_above_lowest_kcal_mol=47.3 lumo_energy_ev=2.1
Pb -0.228 -0.293 1.333 1.393
C -1.124 -3.358 4.611 -0.047
C -0.957 -2.971 3.281 -0.121
N -0.773 -1.660 3.213 -0.059
N -0.807 -1.175 4.462 -0.020
C -1.013 -2.180 5.326 -0.075
B -0.515 0.295 4.796 -0.536
N 0.923 0.637 4.355 -0.031
C 1.977 0.866 5.150 -0.086
C 3.081 1.104 4.356 -0.066
C 2.593 0.986 3.053 -0.160
N 1.297 0.708 3.071 -0.065
N -1.493 1.227 4.041 -0.034
C -2.142 2.269 4.584 -0.087
C -2.826 2.933 3.585 -0.064
C -2.528 2.204 2.429 -0.144
N -1.728 1.186 2.721 -0.068
H -1.309 -4.343 4.998 0.091
H -0.947 -3.569 2.386 0.117
H -1.063 -2.004 6.385 0.117
H -0.632 0.490 5.968 0.118
H 1.891 0.855 6.222 0.117
H 4.083 1.315 4.680 0.087
H 3.118 1.083 2.118 0.090
H -2.079 2.479 5.636 0.114
H -3.447 3.805 3.678 0.085
H -2.862 2.374 1.421 0.088
O 0.024 -4.987 -3.136 0.084
C -0.213 -4.487 -2.055 -0.282
C 0.754 -4.298 -0.922 -0.320
O 1.714 -5.001 -0.627 0.048
C 0.299 -3.081 -0.269 -0.336
C -1.027 -2.781 -0.663 -0.344
O -1.669 -1.763 -0.242 -0.224
C -1.480 -3.795 -1.625 -0.293
O -2.616 -4.052 -1.986 0.072
O 0.985 -2.363 0.548 -0.213
N -0.367 1.661 -2.203 -0.418
P -1.832 0.861 -1.668 0.996
C -2.342 0.082 -3.250 -0.357
C -3.480 -0.718 -3.213 -0.094
C -3.940 -1.338 -4.361 -0.075
C -3.263 -1.166 -5.558 -0.093
C -2.140 -0.354 -5.605 -0.091
C -1.684 0.278 -4.458 -0.113
C -3.076 2.224 -1.831 -0.355
C -2.955 3.366 -2.615 -0.091
C -3.968 4.315 -2.620 -0.091
C -5.111 4.124 -1.858 -0.099
C -5.255 2.972 -1.099 -0.086
C -4.240 2.030 -1.087 -0.127
P 0.949 1.500 -1.056 0.891
C 2.095 2.693 -1.868 -0.365
C 2.999 3.389 -1.073 -0.110
C 3.924 4.249 -1.647 -0.094
C 3.942 4.429 -3.021 -0.099
C 3.037 3.741 -3.819 -0.088
C 2.121 2.873 -3.248 -0.091
C 1.801 -0.008 -1.645 -0.388
C 2.957 -0.346 -0.941 -0.121
C 3.656 -1.496 -1.247 -0.077
C 3.224 -2.316 -2.280 -0.072
C 2.085 -1.978 -2.992 -0.065
C 1.363 -0.837 -2.666 -0.069
H -0.554 2.653 -2.315 0.020
H -3.971 -0.886 -2.265 0.105
H -4.812 -1.975 -4.314 0.104
H -3.596 -1.683 -6.449 0.097
H -1.615 -0.214 -6.542 0.097
H -0.810 0.915 -4.506 0.082
H -2.085 3.525 -3.242 0.098
H -3.868 5.207 -3.226 0.099
H -5.890 4.875 -1.851 0.097
H -6.147 2.815 -0.506 0.102
H -4.323 1.126 -0.494 0.101
H 2.972 3.251 0.002 0.092
H 4.631 4.780 -1.023 0.099
H 4.653 5.109 -3.472 0.097
H 3.053 3.881 -4.892 0.099
H 1.430 2.316 -3.868 0.094
H 3.284 0.296 -0.129 0.086
H 4.522 -1.769 -0.656 0.104
H 3.748 -3.236 -2.499 0.109
H 1.731 -2.629 -3.780 0.110
H 0.436 -0.626 -3.182 0.079
N 2.697 -3.608 2.170 0.193
C 2.860 -2.993 3.342 -0.672
O 2.199 -2.041 3.719 -0.047
C 3.973 -3.548 4.235 -0.551
I 3.381 -3.322 6.272 0.758
H 2.020 -3.181 1.490 0.061
H 3.251 -4.391 1.876 0.101
H 4.865 -2.938 4.103 0.045
H 4.207 -4.593 4.049 0.036

[2]
77
Properties=species:S:1:pos:R:3:lowdin_charge:R:1 method="wB97M-V/def2-TZVPD" gap_ha=0.2789 e_above_lowest_kcal_mol=18.0 lumo_energy_ev=0.3
Mg -0.483 0.240 -0.338 0.569
N 1.300 2.644 1.215 0.135
C 0.126 2.366 1.827 -0.679
N -0.689 1.433 1.409 0.034
C -1.868 1.453 2.130 -0.345
C -1.902 2.324 3.163 -0.336
S -0.424 3.218 3.220 1.072
C -2.964 0.638 1.594 -0.372
C -4.251 0.583 2.009 -0.341
S -5.159 -0.412 0.921 1.052
C -3.723 -0.686 -0.007 -0.689
N -2.663 -0.079 0.458 0.041
N -3.701 -1.507 -1.069 0.149
H 1.410 2.245 0.287 0.078
H 1.678 3.569 1.327 0.105
H -2.711 2.533 3.838 0.076
H -4.714 1.098 2.832 0.074
H -4.559 -1.801 -1.499 0.104
H -2.836 -1.606 -1.592 0.067
N 1.749 0.326 -1.274 0.055
C 2.221 1.048 -2.415 -0.238
C 3.522 0.772 -2.838 -0.049
C 4.037 1.296 -4.007 -0.098
C 3.208 2.076 -4.797 -0.094
C 1.936 2.382 -4.353 -0.050
C 1.413 1.956 -3.120 -0.106
C 0.106 2.550 -2.640 -0.194
C -0.218 3.802 -3.193 -0.071
C -1.367 4.486 -2.847 -0.107
C -2.215 3.936 -1.899 -0.110
C -1.861 2.733 -1.315 -0.155
C -0.715 1.983 -1.635 -0.125
H 1.121 -0.410 -1.621 0.029
H 2.503 -0.180 -0.824 0.060
H 4.119 0.088 -2.244 0.105
H 5.046 1.057 -4.315 0.099
H 3.546 2.447 -5.755 0.100
H 1.312 2.979 -5.000 0.100
H 0.452 4.293 -3.883 0.091
H -1.580 5.447 -3.300 0.094
H -3.123 4.451 -1.606 0.093
H -2.537 2.358 -0.548 0.070
C -1.113 -3.882 -3.226 -0.113
C -0.723 -4.098 -1.910 -0.109
C -0.458 -3.018 -1.077 -0.168
C -0.569 -1.680 -1.484 -0.229
C -0.934 -1.514 -2.834 -0.178
C -1.210 -2.580 -3.690 -0.109
H -1.326 -4.717 -3.883 0.093
H -0.623 -5.111 -1.536 0.093
H -0.149 -3.245 -0.060 0.040
H -1.023 -0.507 -3.238 0.089
H -1.494 -2.390 -4.719 0.096
I 6.649 1.413 2.121 0.888
C 4.834 0.505 2.534 -0.736
C 4.537 0.028 3.802 -0.137
C 3.297 -0.554 4.004 -0.052
C 2.415 -0.638 2.937 -0.141
N 2.697 -0.185 1.721 0.075
C 3.884 0.376 1.530 -0.231
H 5.253 0.112 4.607 0.098
H 3.014 -0.939 4.975 0.107
H 1.432 -1.074 3.062 0.051
H 4.091 0.757 0.534 0.084
C -2.552 -3.104 2.033 -0.283
P -0.977 -2.260 2.427 0.804
C 0.053 -3.719 2.865 -0.298
C -1.373 -1.661 4.120 -0.293
H -2.761 -3.914 2.736 0.045
H -2.516 -3.501 1.018 0.030
H -3.370 -2.385 2.086 0.010
H -0.408 -4.318 3.655 0.039
H 1.045 -3.406 3.195 0.021
H 0.189 -4.351 1.986 0.030
H -1.748 -2.462 4.762 0.040
H -2.124 -0.872 4.065 0.021
H -0.482 -1.233 4.584 0.026

[3]
17
Properties=species:S:1:pos:R:3:lowdin_charge:R:1 method="wB97M-V/def2-TZVPD" gap_ha=0.3717 smiles="CN(C)C(=O)CN" e_above_lowest_kcal_mol=32.2 lumo_energy_ev=0.9
N 2.437 0.587 -0.751 0.017
C 1.339 -0.370 -0.910 -0.196
C 0.016 0.337 -0.663 -0.484
N -0.801 -0.125 0.322 -0.148
C -2.201 0.355 0.207 -0.019
C -0.303 -0.755 1.516 -0.057
O -0.283 1.260 -1.396 0.048
H 2.058 1.517 -0.740 0.060
H 3.092 0.528 -1.502 0.057
H 1.398 -1.273 -0.298 0.090
H 1.357 -0.761 -1.933 0.121
H -2.344 1.204 0.868 0.086
H -2.337 0.675 -0.815 0.080
H -2.866 -0.427 0.565 0.085
H 0.777 -0.778 1.442 0.078
H -0.729 -1.754 1.668 0.090
H -0.609 -0.218 2.421 0.092

[4]
48
Properties=species:S:1:pos:R:3:lowdin_charge:R:1 method="wB97M-V/def2-TZVPD" spin_multiplicity=3 gap_ha="0.2880 / 0.2639" lumo_energy_ev="0.3 / -0.4"
Ni -0.536 -0.410 0.648 0.488
C -2.495 -0.003 3.337 -0.014
C -1.330 0.764 2.793 -0.303
N -0.220 0.113 2.621 -0.026
N 0.941 0.921 2.567 -0.028
C 1.833 0.528 1.734 -1.083
S 1.669 -0.672 0.475 0.602
S 3.412 1.321 1.784 0.888
C 3.075 2.813 2.757 -0.432
C 2.987 2.668 4.255 -0.292
C 4.116 2.343 4.998 -0.056
C 4.049 2.236 6.379 -0.089
C 2.847 2.462 7.035 -0.100
C 1.718 2.799 6.300 -0.085
C 1.788 2.898 4.918 -0.053
C -1.481 2.154 2.362 -0.147
C -2.001 3.169 3.162 -0.051
C -2.094 4.466 2.695 -0.107
C -1.674 4.726 1.388 -0.094
C -1.222 3.721 0.559 -0.019
C -1.151 2.386 1.003 -0.351
O -0.858 1.424 0.157 -0.165
H -2.291 -1.073 3.332 0.083
H -2.625 0.297 4.382 0.093
H -3.426 0.224 2.819 0.079
H 3.932 3.439 2.500 0.075
H 2.182 3.290 2.355 0.078
H 5.056 2.159 4.488 0.111
H 4.937 1.977 6.942 0.099
H 2.793 2.382 8.114 0.097
H 0.776 2.982 6.803 0.098
H 0.905 3.146 4.343 0.098
H -2.293 2.937 4.181 0.113
H -2.466 5.259 3.328 0.094
H -1.714 5.742 1.011 0.100
H -0.921 3.929 -0.461 0.110
C -3.778 0.684 -3.042 -0.022
N -3.354 0.031 -1.803 -0.154
C -4.151 0.238 -0.602 -0.012
C -2.205 -0.613 -1.766 -0.269
O -1.724 -1.154 -0.756 -0.081
H -4.797 1.038 -2.909 0.091
H -3.765 -0.021 -3.871 0.093
H -3.141 1.538 -3.269 0.099
H -5.158 -0.146 -0.760 0.098
H -4.198 1.302 -0.370 0.105
H -3.689 -0.290 0.226 0.076
H -1.659 -0.643 -2.715 0.162

[5]
10
Properties=species:S:1:pos:R:3:lowdin_charge:R:1 method="wB97M-V/def2-TZVPD" gap_ha=0.3389 smiles=Oc1c[nH]cn1 e_above_lowest_kcal_mol=10.4 lumo_energy_ev=0.9
O 2.196 -0.502 0.089 0.056
C 0.888 -0.160 0.045 -0.432
C -0.176 -1.016 0.120 -0.043
N -1.280 -0.186 0.032 0.034
C -0.829 1.082 -0.094 -0.206
N 0.486 1.135 -0.087 0.110
H 2.693 0.283 -0.174 0.107
H -0.242 -2.087 0.221 0.113
H -2.243 -0.480 0.035 0.146
H -1.493 1.931 -0.186 0.117